The molecule C16H13N3O4S at a distorted geometry, computed with ωB97M-V/def2-TZVPD.

The geometry in XYZ format:
```
37
Properties=species:S:1:pos:R:3:forces:R:3
N -7.364 -0.912 -2.023 -1.75 -2.33 -13.37
C -7.216 -0.753 -0.980 1.41 2.85 11.92
C -7.118 -0.443 0.413 -9.10 -6.56 -0.79
H -8.011 0.115 0.741 0.49 -0.16 -0.08
H -7.391 -1.666 0.804 0.81 3.40 -0.30
C -5.981 -0.034 0.942 7.97 4.39 3.75
O -5.911 0.599 2.046 0.52 -2.68 -4.29
N -4.913 -0.284 -0.046 -0.94 -0.22 0.80
N -3.693 0.135 0.233 2.24 -0.48 0.52
C -2.669 -0.236 -0.492 -1.84 5.35 6.95
C -1.406 0.444 -0.239 0.43 -3.24 -1.13
C -0.449 0.012 -1.270 4.65 0.10 2.00
C 0.980 0.158 -1.091 -6.68 5.48 6.59
C 1.293 1.198 0.171 1.79 -4.64 -6.84
C 0.268 1.426 0.928 -1.01 3.27 8.47
C -1.087 0.985 0.986 7.32 -1.25 -9.80
H -1.761 1.110 1.611 -5.60 1.46 6.27
H 0.509 1.990 1.991 -0.11 -0.96 -2.79
O 2.636 1.684 0.333 -7.41 1.66 5.46
S 3.828 1.207 -0.326 -4.19 -5.15 -8.86
O 4.854 1.910 0.070 9.73 6.05 5.31
O 3.510 1.388 -1.694 -0.15 -1.20 -2.41
C 4.017 -0.445 0.051 -0.15 1.53 1.54
C 3.927 -1.483 -0.808 -1.00 6.04 -10.38
C 4.128 -2.690 -0.851 1.83 -11.36 6.53
C 4.383 -3.166 0.717 -1.00 0.66 -6.87
C 4.345 -2.382 1.695 0.41 9.04 3.93
C 4.234 -0.707 1.297 0.09 -6.15 4.14
H 4.152 -0.104 2.161 0.32 1.00 0.41
H 4.507 -2.498 2.806 -0.34 -0.43 -1.59
H 4.421 -4.112 0.964 0.46 -5.15 0.53
H 4.080 -3.661 -1.486 0.06 2.80 0.37
H 3.899 -1.198 -1.991 -0.59 0.51 2.55
H 1.697 -0.015 -1.726 3.61 -1.42 -3.40
H -0.618 -0.741 -2.037 -1.03 0.47 -0.06
H -2.860 -0.579 -1.350 -1.06 -3.60 -6.79
H -5.052 -0.841 -0.944 -0.19 0.90 1.73
```
Forces are in eV/Å.

Values from the calculation:
SMILES: N#CCC(=O)N/N=C/c1ccc(OS(=O)(=O)c2ccccc2)cc1
Spin multiplicity: 1
E_LUMO: -0.659 eV
E_tot: -1480.40228 a.u.
Relative energy (zero: lowest compared OMol25 entry of this formula, charge and spin): 294.1 kcal/mol
Orbital gap: 8.07 eV

Want to see where the charge sits? The natural (NBO) charges in e are: -0.290, 0.261, -0.591, 0.305, 0.290, 0.629, -0.533, -0.455, -0.175, 0.012, -0.050, -0.232, -0.145, 0.279, -0.261, -0.140, 0.217, 0.221, -0.724, 2.551, -0.928, -0.994, -0.475, -0.236, -0.144, -0.225, -0.209, -0.056, 0.219, 0.226, 0.194, 0.254, 0.232, 0.211, 0.224, 0.150, 0.390